(1)
{"formula": "C8H11N2O2S", "method": "ωB97M-V/def2-TZVPD", "elements": ["C", "N", "C", "O", "C", "N", "C", "O", "C", "C", "C", "S", "C", "H", "H", "H", "H", "H", "H", "H", "H", "H", "H", "H"], "xyz": [[-3.298813, -0.670390, -0.212359], [-1.984962, -0.075704, -0.092699], [-1.740115, 1.303156, 0.005995], [-2.674050, 2.140639, -0.010071], [-0.377648, 1.394978, 0.144594], [0.150804, 0.079928, 0.199560], [-0.847147, -0.806104, 0.001401], [-0.784231, -2.006313, -0.199610], [1.549429, -0.137872, -0.042243], [1.780105, -1.034831, -1.284299], [2.269560, -0.822144, 1.182090], [2.274255, 1.576692, -0.144607], [0.618698, 2.511772, 0.360647], [-3.058334, -1.766696, -0.194011], [-3.856625, -0.633958, 0.751107], [-3.757224, -0.192394, -1.009292], [1.301145, -0.675334, -2.195115], [1.231918, -2.080091, -1.117250], [2.921461, -1.009527, -1.422817], [1.986984, -0.545858, 2.112437], [3.314528, -0.675545, 1.114491], [2.048932, -1.959227, 0.959827], [0.272109, 3.269584, -0.275086], [0.659224, 2.815237, 1.367306]], "forces_ev_per_angstrom": [[2.01, -1.91, 3.04], [-0.85, -0.24, 0.52], [0.20, 1.05, 0.04], [-0.38, 0.29, -0.07], [0.81, 0.76, 0.26], [0.14, 0.07, 0.43], [-0.22, 0.66, -0.54], [0.46, -2.17, 0.16], [0.29, -0.29, 0.95], [0.52, -0.97, 0.34], [-0.82, -3.41, -4.53], [-1.41, 1.03, -0.05], [-0.31, -3.67, -0.97], [-0.52, 0.78, -1.26], [0.01, 0.86, -0.63], [-1.45, 0.23, -1.49], [0.11, 0.53, 0.12], [1.74, 2.10, -0.06], [-1.65, -0.75, -0.08], [-1.44, 1.05, 2.74], [1.24, 0.09, -0.29], [0.50, 1.94, 1.09], [0.37, 1.47, -1.00], [0.64, 0.50, 1.29]], "lowdin_charge": [-0.020, -0.007, -0.484, -0.090, -0.245, -0.009, -0.527, -0.006, -0.741, -0.100, -0.088, 0.839, -0.291, 0.091, 0.090, 0.059, 0.068, 0.108, 0.089, 0.028, 0.034, 0.114, 0.050, 0.038], "total_energy_ha": -969.648039, "smiles": "Cn1c([O-])c2n(c1=O)C(C)(C)SC2", "orbital_gap_ev": 5.464, "total_charge": -1}

---

(2)
{"formula": "C8H11N2O4", "method": "ωB97M-V/def2-TZVPD", "elements": ["C", "O", "C", "C", "C", "O", "O", "C", "N", "C", "O", "N", "C", "C", "H", "H", "H", "H", "H", "H", "H", "H", "H", "H", "H"], "xyz": [[-2.937738, -0.308160, -0.150466], [-1.643511, 0.332766, 0.066629], [-0.668144, -0.576111, 0.438525], [-0.761586, -0.786281, 1.923434], [-0.722479, -1.942428, -0.459441], [-1.063166, -1.744455, -1.640999], [-0.401094, -2.986088, 0.119944], [0.684230, 0.066582, 0.135480], [1.872110, -0.481008, 0.589663], [3.017715, 0.141911, 0.178310], [4.178741, -0.146797, 0.467912], [2.528395, 1.271746, -0.529788], [1.135124, 1.202719, -0.527756], [0.479627, 2.116886, -1.543843], [-3.586920, 0.487760, -0.392490], [-3.036389, -0.862528, 0.750165], [-2.747461, -0.918689, -1.011978], [-1.426405, -1.544043, 2.330107], [0.164579, -0.989094, 2.338798], [-1.056230, 0.029836, 2.511794], [1.863654, -1.507743, 0.856641], [3.101232, 2.016057, -0.957193], [0.831055, 3.118706, -1.360484], [-0.577227, 2.096729, -1.651770], [0.771896, 1.911724, -2.481195]], "forces_ev_per_angstrom": [[3.02, 0.49, -0.25], [-0.98, 1.13, -1.02], [0.87, -0.22, -0.58], [-0.87, -1.28, 0.61], [0.07, 0.71, -0.08], [0.28, -0.14, 0.11], [0.26, -0.16, 0.40], [1.10, 2.64, -1.30], [0.13, -3.51, 1.03], [0.22, 1.22, -0.01], [-0.45, 0.12, -0.46], [0.76, -1.29, 0.88], [-2.52, -0.52, -1.16], [-0.25, 0.50, 3.34], [-1.14, 0.68, 0.31], [-1.42, -0.62, 0.67], [-0.65, -0.64, -0.34], [-0.12, -0.66, -0.75], [2.03, -0.90, 0.68], [-0.54, 2.10, 0.07], [0.32, 1.90, -0.30], [-0.65, -1.03, 0.60], [-0.16, 0.77, 0.18], [-0.97, -0.12, 0.83], [1.63, -1.18, -3.48]], "lowdin_charge": [-0.026, -0.148, -0.409, -0.028, -0.664, -0.044, -0.027, -0.099, 0.144, -0.516, -0.016, 0.137, -0.214, -0.024, 0.074, 0.077, 0.062, 0.086, 0.048, 0.069, 0.195, 0.162, 0.064, 0.067, 0.029], "total_energy_ha": -721.966470, "smiles": "CO[C@@](C)(C(=O)[O-])c1[nH]c(=O)[nH]c1C", "orbital_gap_ev": 7.460, "total_charge": -1}

---

(3)
{"formula": "C8H11N3PS", "method": "ωB97M-V/def2-TZVPD", "elements": ["N", "P", "C", "N", "C", "C", "C", "C", "C", "C", "N", "C", "S", "H", "H", "H", "H", "H", "H", "H", "H", "H", "H", "H"], "xyz": [[-1.210087, -4.378771, 0.819241], [-0.942092, -3.863047, -0.720455], [-0.004962, -2.182268, -0.785248], [1.273872, -1.938326, -0.323439], [1.847700, -0.550734, -0.504360], [0.939856, 0.589092, -1.258794], [0.334426, 1.686198, -0.199399], [-1.195618, 2.317376, -0.443735], [-1.726551, 3.385688, 0.728764], [-0.710302, 3.685312, 1.978857], [0.675803, 3.146793, 2.194334], [1.140167, 2.185703, 1.137040], [-0.575463, -0.547768, -1.505512], [-2.258363, -4.499092, 0.958045], [-0.123013, -4.909833, -1.342457], [-2.209428, -3.760014, -1.414085], [1.919429, -2.655846, 0.123530], [2.317595, -0.333443, 0.546049], [2.763145, -0.718499, -1.214981], [1.285222, 0.981891, -2.331398], [-1.883168, 2.028489, -1.351129], [-2.793103, 3.879850, 0.702034], [-1.127677, 4.423777, 2.819762], [2.232021, 1.724801, 1.285035]], "forces_ev_per_angstrom": [[-0.70, 0.97, -2.65], [-1.61, -2.59, 3.72], [3.64, 3.77, -0.49], [-2.86, -0.79, -0.97], [3.38, 0.16, -0.40], [-1.44, -0.95, 2.24], [-1.94, 3.09, 2.33], [2.39, 1.58, 4.14], [4.13, -2.47, -0.11], [0.29, -1.49, -2.18], [-3.73, -1.76, -5.07], [-2.31, 0.52, -1.09], [-0.05, -2.34, 0.15], [1.69, 0.54, -0.09], [-0.20, 1.69, -0.16], [1.32, 0.51, -0.34], [-1.37, 1.06, -0.74], [-1.19, 0.26, -2.07], [-1.51, 0.24, 1.35], [-0.51, -1.02, 2.67], [1.57, 0.67, 1.97], [2.46, -1.16, -0.02], [1.26, -1.86, -2.03], [-2.69, 1.37, -0.16]], "lowdin_charge": [-0.331, 0.734, -0.482, -0.054, -0.176, -0.401, -0.181, -0.010, -0.012, -0.080, 0.000, -0.058, 0.928, -0.004, 0.038, 0.030, 0.194, 0.141, 0.152, 0.157, 0.085, 0.098, 0.121, 0.110], "total_energy_ha": -1214.599168, "orbital_gap_ev": 6.668, "total_charge": 1}

---

(4)
{"formula": "C8H11N4", "method": "ωB97M-V/def2-TZVPD", "elements": ["C", "C", "C", "C", "C", "C", "C", "C", "N", "N", "N", "N", "H", "H", "H", "H", "H", "H", "H", "H", "H", "H", "H"], "xyz": [[1.362706, 2.479212, 1.477357], [2.251599, 1.456698, 1.149928], [-0.019143, 2.377290, 1.118845], [1.759987, 0.137757, 0.671333], [-0.545972, 1.289667, 0.468252], [0.341130, 0.180286, 0.276238], [-0.988176, -1.428523, -0.890191], [-1.916937, 1.285596, -0.073624], [1.429534, -4.209568, -2.902603], [0.507179, -3.633505, -2.715839], [-0.197798, -0.961456, -0.007711], [-1.459386, -2.669744, -0.826235], [1.771215, 3.365877, 1.890422], [3.301273, 1.488883, 1.601555], [-0.584862, 3.270752, 1.340995], [1.735117, -0.526508, 1.519624], [-1.271861, -0.993318, -1.813826], [-2.126016, 2.270430, -0.334344], [-1.917725, 0.648555, -0.959513], [-2.595267, 0.896432, 0.711252], [2.263589, -0.339814, -0.105378], [-1.952740, -3.057643, -1.571365], [-1.147447, -3.327354, -0.025172]], "forces_ev_per_angstrom": [[1.90, -2.62, -1.37], [0.27, 1.20, 2.35], [0.56, -0.07, -0.36], [-1.47, 2.30, 0.77], [1.79, 1.05, 0.47], [-1.65, 0.59, 0.80], [-0.23, -1.96, 0.05], [0.20, -2.00, 0.81], [-1.76, 1.10, 0.38], [1.94, -1.18, -0.56], [0.42, -1.26, -0.62], [1.37, -0.86, 3.69], [0.02, 0.66, 0.49], [-1.44, 0.16, -1.19], [-0.54, -0.12, -0.08], [0.34, -0.48, 0.53], [0.10, 0.99, -0.84], [-0.91, 1.58, -0.50], [-0.60, 0.44, 0.20], [-0.06, 0.21, -0.68], [1.43, -0.78, -1.21], [-0.83, -0.60, -1.18], [-0.86, 1.66, -1.94]], "lowdin_charge": [-0.038, -0.004, 0.041, -0.078, -0.195, -0.176, -0.237, -0.008, 0.057, 0.016, 0.152, 0.137, 0.102, 0.146, 0.134, 0.162, 0.137, 0.075, 0.067, 0.124, 0.127, 0.079, 0.181], "total_energy_ha": -530.208169, "orbital_gap_ev": 7.693, "total_charge": 1}

---

(5)
{"formula": "C8H11N4O2", "method": "ωB97M-V/def2-TZVPD", "elements": ["C", "C", "C", "N", "C", "N", "C", "N", "C", "O", "C", "C", "O", "N", "H", "H", "H", "H", "H", "H", "H", "H", "H", "H", "H"], "xyz": [[4.837754, -1.158287, 1.303088], [4.198873, -0.774645, 0.366617], [3.584406, -0.388830, -0.916525], [2.331024, 0.349854, -0.712231], [2.138813, 1.639800, -0.934260], [0.894215, 2.020479, -0.669592], [0.280683, 0.897994, -0.255762], [-0.990727, 0.830576, 0.112158], [-1.576223, -0.442050, 0.552676], [-2.858689, -0.256785, 1.034728], [-3.733692, 0.268156, 0.073581], [-4.493806, -0.683156, -0.812187], [-3.863882, 1.451500, 0.003151], [1.145870, -0.146569, -0.266326], [5.453856, -1.535621, 2.086995], [4.264737, 0.234140, -1.487577], [3.362032, -1.307028, -1.462460], [2.880084, 2.328110, -1.307774], [-1.537391, 1.680254, 0.059653], [-1.571292, -1.153963, -0.289071], [-0.942871, -0.846629, 1.345879], [-5.553022, -0.513233, -0.621065], [-4.275945, -1.730351, -0.616659], [-4.304087, -0.406528, -1.846585], [1.016102, -1.109406, -0.000318]], "forces_ev_per_angstrom": [[0.00, -0.06, -0.16], [0.19, 0.04, -0.33], [-0.36, -0.91, 1.22], [1.17, 0.52, -0.64], [-1.19, 0.53, 0.13], [0.39, -0.30, -0.06], [-0.19, 0.39, 0.05], [0.47, -0.40, -0.04], [0.19, -0.05, -0.33], [-0.02, -0.11, -0.01], [-0.53, 0.42, -0.34], [0.13, -0.16, 0.52], [0.26, -0.04, 0.11], [-0.37, 0.00, 0.04], [-0.13, 0.09, 0.13], [-0.16, 0.15, -0.15], [0.03, 0.16, -0.28], [0.26, -0.24, 0.02], [-0.18, -0.05, 0.10], [0.01, 0.10, -0.02], [-0.29, -0.02, 0.20], [-0.02, 0.03, -0.03], [0.11, 0.04, -0.08], [0.02, -0.08, -0.05], [0.18, -0.04, 0.00]], "lowdin_charge": [0.154, -0.105, -0.097, -0.068, -0.055, 0.184, -0.327, 0.148, -0.186, 0.014, -0.475, 0.035, 0.157, 0.203, 0.051, 0.140, 0.139, 0.160, 0.160, 0.145, 0.145, 0.105, 0.090, 0.100, 0.184], "total_energy_ha": -680.623659, "smiles": "C#CCn1cnc(NCOC(C)=O)[nH+]1", "orbital_gap_ev": 10.565, "total_charge": 1}

---

(6)
{"formula": "C8H11N7O", "method": "ωB97M-V/def2-TZVPD", "elements": ["H", "N", "C", "N", "C", "C", "C", "C", "C", "C", "N", "N", "C", "N", "N", "O", "N", "H", "H", "H", "H", "H", "H", "H", "H", "H", "H"], "xyz": [[-3.529784, -1.038983, -1.891756], [-3.353864, -1.604758, -2.680871], [-2.196539, -2.139920, -2.836213], [-2.432439, -2.940233, -3.907244], [-0.967265, -1.798304, -1.996388], [0.187598, -2.460394, -2.244741], [1.414307, -2.135352, -1.553299], [1.339268, -1.034257, -0.673353], [0.158433, -0.358509, -0.527801], [0.178002, 0.881561, 0.265117], [0.908209, 1.082175, 1.343962], [0.772920, 2.401698, 1.920878], [1.112661, 2.548583, 3.220038], [1.395528, 1.563738, 4.019426], [1.059195, 3.830499, 3.743362], [1.260130, 4.915004, 2.816434], [-0.973574, -0.654786, -1.197987], [-1.878950, -3.816249, -4.060511], [-3.447367, -2.883784, -4.233830], [0.236510, -3.299143, -2.895003], [2.383524, -2.604322, -1.689418], [2.213343, -0.702180, -0.039209], [-0.613663, 1.571361, 0.041398], [1.332323, 0.698018, 3.496355], [0.930435, 1.627326, 4.941533], [1.289914, 3.867719, 4.705414], [1.221145, 4.483491, 1.913705]], "forces_ev_per_angstrom": [[0.59, 1.18, 0.98], [-0.50, 0.88, 1.37], [-3.61, 1.73, 1.03], [2.49, -3.49, -2.66], [-0.26, 1.90, -0.23], [3.17, -0.68, 1.27], [-1.76, 1.73, 0.51], [2.31, -1.94, -0.03], [-1.11, 0.37, -0.65], [0.16, 0.75, 3.04], [-0.73, 0.68, -0.87], [0.64, -0.24, 0.47], [-1.75, 2.52, -4.65], [0.16, -2.11, 2.73], [-0.67, -1.69, -2.73], [-0.04, -0.80, 0.68], [0.04, -1.58, -0.42], [-0.91, 1.37, -0.02], [2.35, -0.34, 0.97], [-0.24, -0.50, -0.64], [-0.41, -0.31, -0.25], [-1.03, -0.43, -1.01], [-0.15, 0.65, -0.36], [-0.17, -0.34, 0.54], [0.70, -0.58, -0.81], [0.86, 1.37, 0.45], [-0.13, -0.10, 1.28]], "lowdin_charge": [0.019, 0.081, -0.417, 0.042, -0.181, -0.030, -0.007, -0.039, -0.295, -0.091, 0.012, 0.015, -0.499, 0.144, 0.005, -0.041, 0.172, 0.101, 0.133, 0.092, 0.103, 0.128, 0.105, 0.094, 0.135, 0.122, 0.098], "total_energy_ha": -769.822938, "smiles": "[H]/N=C(/N)c1cccc(/C=N/N=C(\\N)NO)n1", "orbital_gap_ev": 8.246}

---

Computed E_HOMO (eV) in order:
-2.3 -4.0 -12.0 -12.6 -13.6 -8.3